C5H11N3O | ωB97M-V with the def2-TZVPD basis set

SMILES ... [H]/N=C(\N)NC(O)=C(C)C
Net charge ... 0
LUMO level ... 0.7418 eV
Energy relative to the best compared isomer or geometry (same formula, charge and spin) ... 0.552 eV

Atoms and positions in Å:
C (-1.55442, -1.11286, 0.28547)
C (0.51165, -2.12034, 1.39866)
N (-0.09395, 1.42557, 0.17655)
C (0.45738, 0.26572, 0.75831)
C (0.01091, 1.76661, -1.15023)
C (-0.16756, -0.91096, 0.81427)
N (0.71037, 0.86266, -1.92077)
O (1.72747, 0.41670, 1.27384)
N (-0.47804, 2.87288, -1.52375)
H (2.05573, 1.28838, 1.02268)
H (-0.51682, 2.13167, 0.76009)
H (0.58811, 0.92220, -2.91918)
H (0.78003, -0.07762, -1.55847)
H (-0.35103, 3.07774, -2.51132)
H (-1.58716, -1.98910, -0.35831)
H (-2.24347, -1.29091, 1.10559)
H (-0.16851, -2.66488, 2.05136)
H (1.38864, -1.81558, 1.96168)
H (-1.90115, -0.25154, -0.27256)
H (0.83179, -2.79640, 0.60614)

C2H4N2S2 | ωB97M-V with the def2-TZVPD basis set

SMILES ... NN(C=S)C=S
Net charge ... 0
LUMO level ... -1.2634 eV
Energy relative to the best compared isomer or geometry (same formula, charge and spin) ... 3.583 eV

Atoms and positions in Å:
C (1.28254, -0.61125, 0.06917)
C (-1.22389, -0.63416, -0.13803)
H (0.75575, 1.53033, 0.18895)
H (-0.73113, 1.76235, 0.57922)
H (1.23896, -1.69815, 0.52048)
H (-1.14336, -1.66308, -0.05750)
N (-0.18980, 1.37476, -0.18115)
N (-0.02307, 0.07870, -0.13452)
S (2.78545, -0.04430, -0.44469)
S (-2.75145, -0.09521, -0.40194)

C14H36HfO4PSbSi3 | ωB97M-V with the def2-TZVPD basis set

Net charge ... +2
LUMO level ... -7.3859 eV

Atoms and positions in Å:
Hf (-0.44025, -0.40419, -2.25974)
O (-3.81039, -0.57317, -4.40030)
C (-2.77646, -0.33059, -3.85133)
O (-2.07220, -1.16689, -3.05797)
C (-2.02666, 1.08152, -4.16577)
O (-2.42574, 1.93402, -4.87177)
O (-0.79146, 1.08298, -3.44958)
C (0.08771, -0.42251, 4.52864)
Si (0.53789, -1.60837, 3.22467)
C (-0.53284, -2.97601, 2.89912)
C (2.25206, -1.77901, 2.68311)
Sb (-0.29222, 0.05017, 0.79552)
Si (0.61931, 2.61370, 0.98639)
C (2.33874, 2.00899, 1.34766)
C (-0.61834, 3.18262, 2.26162)
C (0.32989, 2.96804, -0.80909)
Si (-2.93213, -0.26263, 0.85009)
C (-3.25220, 1.10579, -0.36789)
C (-2.96301, -1.90561, 0.02913)
C (-3.23325, -0.11918, 2.70879)
H (0.90046, -0.25132, 5.22679)
H (-0.78494, -0.79394, 5.03857)
H (-0.16702, 0.53092, 4.04244)
H (-0.76845, -3.56898, 3.77775)
H (-0.12235, -3.63347, 2.14908)
H (-1.52101, -2.59406, 2.57581)
H (2.85869, -2.32158, 3.39979)
H (2.73267, -0.80439, 2.56574)
H (2.21772, -2.28971, 1.72921)
H (3.12024, 2.62925, 0.88695)
H (2.41634, 1.02229, 0.87621)
H (2.56212, 1.81814, 2.37777)
H (-0.50336, 2.61012, 3.18404)
H (-1.64369, 3.04735, 1.87694)
H (-0.53843, 4.23953, 2.56588)
H (1.13053, 2.47313, -1.36504)
H (0.34949, 4.03716, -1.07331)
H (-0.63688, 2.54603, -1.04818)
H (-2.52471, 1.08608, -1.16991)
H (-3.18488, 2.09200, 0.06328)
H (-4.20819, 1.00114, -0.87150)
H (-2.90630, -1.70543, -1.06134)
H (-3.90827, -2.46472, 0.15755)
H (-2.14329, -2.54257, 0.33815)
H (-2.88065, 0.84483, 3.08750)
H (-2.68205, -0.92004, 3.19892)
H (-4.30884, -0.23810, 2.97427)
C (2.46121, -1.17897, -4.62409)
P (2.24083, -0.68485, -2.93400)
C (3.07419, -1.91855, -1.93289)
C (3.29024, 0.74784, -2.77252)
H (3.52296, -1.38178, -4.77047)
H (2.20622, -0.35788, -5.32860)
H (1.91819, -2.09975, -4.86272)
H (4.12618, -1.99962, -2.26137)
H (2.67636, -2.93143, -2.01469)
H (3.05838, -1.63631, -0.89716)
H (4.28569, 0.41601, -3.01925)
H (3.28035, 1.08706, -1.73001)
H (3.00582, 1.60889, -3.43690)

C4H3ClOS | ωB97M-V with the def2-TZVPD basis set

SMILES ... Sc1occc1Cl
Net charge ... 0
LUMO level ... 0.6381 eV
Energy relative to the best compared isomer or geometry (same formula, charge and spin) ... 1.696 eV

Atoms and positions in Å:
C (-0.42050, -0.83466, 0.25600)
C (-0.21765, 1.40080, -0.10152)
C (1.14238, 0.91297, -0.12902)
C (0.93832, -0.47733, 0.21678)
H (-2.45478, -1.34755, 0.36155)
H (-0.74179, 2.33722, -0.51019)
H (2.00255, 1.50811, -0.15903)
O (-1.09035, 0.43457, 0.18408)
S (-1.48215, -2.20680, -0.11788)
Cl (2.32397, -1.72734, -0.00079)

C7H10O2 | ωB97M-V with the def2-TZVPD basis set

SMILES ... C=C(C)[C@@H]1C[C@H]1C(=O)O
Net charge ... 0
LUMO level ... 0.5716 eV
Energy relative to the best compared isomer or geometry (same formula, charge and spin) ... 0.630 eV

Atoms and positions in Å:
C (-0.01796, 0.58019, 0.48052)
C (-1.13825, -0.32561, 0.06339)
C (-0.59495, -0.37886, 1.46735)
C (1.87856, -1.07039, -0.27348)
C (-2.51789, 0.38966, -0.07434)
C (1.33084, 0.32236, -0.20188)
C (1.99483, 1.35968, -0.69610)
O (-3.29701, -0.01111, -1.10925)
O (-2.92034, 1.22816, 0.68367)
H (-2.86753, -0.68407, -1.65214)
H (-0.25895, 1.63048, 0.58419)
H (-0.98264, -1.15052, -0.61909)
H (-1.23045, 0.02989, 2.23924)
H (-0.02955, -1.24912, 1.76220)
H (1.88644, -1.54210, 0.70828)
H (1.28286, -1.68930, -0.94499)
H (2.90072, -1.05830, -0.64524)
H (2.98466, 1.25863, -1.11018)
H (1.59660, 2.36034, -0.66215)

C26H37IN5O2SeTi | ωB97M-V with the def2-TZVPD basis set

Multiplicity ... 2
Net charge ... 0
LUMO level (spin up / spin down) ... 0.0207 / -0.2945 eV

Atoms and positions in Å:
Ti (-0.45070, 0.00790, 0.09803)
C (-0.52099, 2.07722, -3.87331)
C (-1.53479, 2.55960, -2.87934)
N (-2.44435, 3.43420, -3.28496)
C (-3.34308, 3.85923, -2.38524)
C (-3.41108, 3.44395, -1.07686)
C (-4.47222, 4.00984, -0.17790)
O (-5.40461, 3.03706, 0.28561)
C (-2.46193, 2.48303, -0.61553)
C (-2.49139, 2.00485, 0.71004)
N (-1.64920, 1.09034, 1.27309)
C (-1.51084, 1.19634, 2.67039)
C (-1.66463, 2.43239, 3.31360)
C (-1.52049, 2.56479, 4.68240)
C (-1.19422, 1.46878, 5.46580)
C (-0.99713, 0.24197, 4.85284)
C (-1.14928, 0.11404, 3.48262)
I (-0.82225, -1.73988, 2.59508)
C (-1.49717, 2.08036, -1.56470)
O (-0.55039, 1.20790, -1.21918)
H (-0.83904, 2.35922, -4.87385)
H (-0.40892, 0.99286, -3.80608)
H (0.45588, 2.53009, -3.68013)
H (-4.06284, 4.58629, -2.74961)
H (-4.98866, 4.81878, -0.70538)
H (-4.03093, 4.43889, 0.72506)
H (-5.68067, 2.50721, -0.47009)
H (-3.29684, 2.37170, 1.33479)
H (-1.86241, 3.31159, 2.71598)
H (-1.64895, 3.53967, 5.13450)
H (-1.07846, 1.56506, 6.53679)
H (-0.72129, -0.62331, 5.44029)
N (0.26361, -2.92340, -3.28676)
C (1.42356, -2.29177, -2.59234)
C (2.31163, -1.42944, -3.46026)
C (3.12604, -0.55523, -2.49092)
N (2.19329, 0.31231, -1.78948)
C (3.89338, -1.44056, -1.50125)
C (3.07241, -2.52440, -0.78821)
N (2.17666, -1.94280, 0.20411)
C (2.21586, -3.30431, -1.79509)
H (-0.07432, -2.34196, -4.05056)
H (-0.52105, -2.87683, -2.51642)
H (0.43856, -3.86521, -3.62715)
H (0.93741, -1.63309, -1.87484)
H (1.71409, -0.77870, -4.10761)
H (2.97568, -2.02328, -4.09657)
H (3.87254, 0.00191, -3.07462)
H (1.73150, 0.97493, -2.39927)
H (2.60406, 0.81256, -1.01078)
H (4.37638, -0.80601, -0.75154)
H (4.69918, -1.93571, -2.05045)
H (3.79195, -3.22292, -0.33871)
H (2.61659, -1.23406, 0.77866)
H (1.78700, -2.65169, 0.81359)
H (1.53948, -3.96763, -1.24819)
H (2.84920, -3.91698, -2.44740)
C (4.06132, 2.55584, 1.97765)
C (3.01123, 1.80453, 2.80517)
C (2.26886, 2.78771, 3.72209)
C (3.69364, 0.72628, 3.65658)
C (2.03594, 1.16890, 1.90740)
C (1.20996, 0.66687, 1.16873)
H (4.78755, 3.03559, 2.63753)
H (3.58941, 3.32381, 1.36403)
H (4.59643, 1.86998, 1.31808)
H (2.97219, 3.26559, 4.40839)
H (1.50704, 2.26774, 4.30538)
H (1.77407, 3.56107, 3.13376)
H (4.41048, 1.18497, 4.34128)
H (4.22718, 0.01343, 3.02513)
H (2.95498, 0.17774, 4.24230)
Se (-1.52678, -1.88546, -0.98085)

Q: net charge of number 5 (C7H10O2)?
A: 0

Q: net charge of number 1 (C5H11N3O)?
A: 0